Molecular formula: C5H8N2O2
Method: DFT, ωB97M-V/def2-TZVPD

## Properties
* LUMO energy: 0.028 hartree
* electronic energy: -455.204204 Ha
* net charge: 0
* ΔE to the lowest compared entry with this formula, charge and spin: 405.1 kJ/mol
* frontier orbital gap: 8.544 eV

Cartesian coordinates (Å):
C 2.35 -1.49 1.29
C -2.41 1.73 -0.54
N 0.29 0.73 0.05
C -0.13 -0.45 -0.26
C 1.52 -1.56 0.03
C -0.93 2.01 -0.64
N -1.19 -1.06 -0.45
O 1.55 -2.48 -0.74
O -0.45 3.01 -1.08
H 1.15 1.06 -0.38
H -1.11 -2.07 -0.54
H 3.01 -2.35 1.38
H 2.94 -0.57 1.27
H 1.68 -1.43 2.15
H -2.63 1.42 0.48
H -2.66 0.90 -1.20
H -2.98 2.61 -0.83

Molecular formula: C5H7N3
Method: DFT, ωB97M-V/def2-TZVPD

## Properties
* LUMO energy: 0.024 hartree
* electronic energy: -358.849297 Ha
* net charge: 0
* ΔE to the lowest compared entry with this formula, charge and spin: 443.9 kJ/mol
* frontier orbital gap: 8.781 eV
* SMILES string: C1=NCC2=NCCN12

Cartesian coordinates (Å):
C -1.64 1.29 0.24
C -1.53 0.26 -1.00
C 0.85 -1.15 -0.99
C 1.49 -0.38 1.09
C 0.13 0.13 0.54
H -2.69 1.53 0.58
H -1.51 2.37 0.16
H -2.33 -0.61 -0.84
H -1.76 0.87 -2.03
H 0.97 -1.57 -2.12
H 2.32 0.11 1.66
H 1.09 -1.04 1.93
N -0.09 -0.27 -0.71
N 1.94 -1.03 -0.23
N -0.69 0.94 1.14